Record 1
Entry from OMol25: a 2-piece molecular cluster, C3H8N2O overall (wB97M-V/def2-TZVPD).

The structure (SMILES) is CN=C=O.CN. For the LUMO energy, the calculation gives 0.9 eV. Its relative energy (zero: lowest compared OMol25 entry of this formula, charge and spin) is 29.3 kcal per mole. Its orbital gap is 10.3 eV.

```
14
Properties=species:S:1:pos:R:3:nbo_charge:R:1
O 1.9311 1.2587 -1.3623 -0.5502
N -0.8549 0.0370 -1.3374 -0.8479
N 1.5445 0.6007 0.8859 -0.5482
C 0.6443 0.7758 1.9902 -0.4052
C 1.6668 0.9655 -0.2511 0.8783
C -1.0712 -1.3325 -0.8827 -0.4143
H 0.1364 -0.1677 2.2094 0.2070
H -1.3158 -2.0579 -1.6745 0.1686
H -0.1689 -1.6858 -0.3715 0.1920
H -0.0877 0.0723 -2.0027 0.3642
H -0.1107 1.5384 1.7778 0.2062
H -1.6739 0.3807 -1.8296 0.3542
H 1.2139 1.0657 2.8788 0.2072
H -1.8869 -1.3464 -0.1521 0.1883
```

Record 2
Entry from OMol25: an isolated ion of composition C10H14N3O and charge +1 in a non-equilibrium geometry (wB97M-V/def2-TZVPD).

Its charge is +1. The structure (SMILES) is CC1=CON[C@]1(N[NH3+])c1ccccc1. For the LUMO energy, the calculation gives -3.6 eV. Its relative energy (zero: lowest compared OMol25 entry of this formula, charge and spin) is 139.0 kcal per mole. Its orbital gap is 8.5 eV.

```
28
Properties=species:S:1:pos:R:3:nbo_charge:R:1
O 1.2484 -1.2393 2.5852 -0.3252
N 0.9644 1.3715 0.2173 -0.4995
N -0.0075 2.2049 0.8278 -0.5139
N 0.3335 -0.2792 2.1414 -0.3132
C -1.6760 -0.8968 0.2282 -0.1708
C 0.6389 -0.0256 0.4760 0.2337
C 1.7661 -1.0296 0.4005 -0.1666
C -3.0157 -0.3200 -1.5855 -0.1809
C 1.9765 -1.7077 1.5320 0.1814
C -2.8899 -1.0418 -0.4510 -0.1906
C -0.8743 0.6774 -1.3764 -0.2684
C 2.5964 -0.9485 -0.8285 -0.6638
C -0.6243 -0.1976 -0.2601 -0.1365
C -2.0385 0.5172 -2.0656 -0.2036
H -2.2199 1.0746 -3.0534 0.2428
H 0.4237 3.2080 0.8004 0.4729
H -4.0476 -0.3503 -2.1375 0.2360
H 3.6533 -0.6306 -0.6125 0.2381
H 0.7049 0.6310 2.4740 0.2972
H -0.2993 1.9167 1.7508 0.4221
H -0.8048 2.0238 0.2998 0.4559
H -0.0704 1.3426 -1.6257 0.2301
H -1.5436 -1.5797 1.0705 0.2394
H 2.7868 -2.0148 -1.3550 0.2565
H 2.0303 1.5055 0.3210 0.4369
H 2.6614 -2.4666 1.7118 0.2270
H -3.7556 -1.4576 0.0601 0.2404
H 2.0827 -0.2874 -1.5459 0.2226
```

Record 3
Entry from OMol25: one molecule with the formula C6H8 in a non-equilibrium geometry (wB97M-V/def2-TZVPD).

The structure (SMILES) is C=CCC#CC. For the LUMO energy, the calculation gives 1.1 eV. Its relative energy (zero: lowest compared OMol25 entry of this formula, charge and spin) is 63.5 kcal per mole. Its orbital gap is 10.4 eV.

```
14
Properties=species:S:1:pos:R:3:nbo_charge:R:1
C -0.0896 1.3663 -1.2513 -0.1879
C 1.2539 -0.1691 -0.0718 -0.0178
C -0.1886 -1.7497 1.5541 -0.6885
C 1.3061 0.9998 -1.0115 -0.5061
C 0.4927 -0.9487 0.5212 -0.0198
C -1.1717 0.7587 -0.8317 -0.3878
H -1.0402 -0.1838 -0.3629 0.1957
H 0.6302 -2.0412 2.1629 0.2465
H -0.6139 -2.6114 1.0362 0.2344
H -2.1470 1.2149 -1.0139 0.2010
H -0.8597 -1.2211 2.2401 0.2408
H 1.9717 1.8269 -0.7824 0.2454
H -0.3594 2.1457 -1.9218 0.2042
H 1.6835 0.7237 -2.0794 0.2398
```

Record 4
Entry from OMol25: C23H35AsBClN10O6OsSi2 as an isolated structure in a non-equilibrium geometry (wB97M-V/def2-TZVPD).

The expectation value of S² is 0.76. Its charge is +1. For the LUMO energy (spin up / spin down), the calculation gives -4.9 / -4.9 eV. The multiplicity is 2. Its relative energy (zero: lowest compared OMol25 entry of this formula, charge and spin) is 80.4 kcal per mole. Its orbital gap (spin up / spin down) is 6.3 / 6.2 eV.

```
80
Properties=species:S:1:pos:R:3:lowdin_spin:R:1
Os -0.0730 0.2132 -0.5156 0.9213
As -0.3796 -2.0206 0.4054 -0.0149
Cl -0.8511 -1.1107 -3.4143 0.0050
Si -1.8297 -3.8232 -0.4973 -0.0010
Si -1.6365 -1.6159 2.7818 -0.0113
O -0.8764 -2.5385 -3.4627 0.0024
O 2.6968 1.3752 -1.3865 0.0013
O -1.7397 -0.5289 -4.3547 -0.0009
O 0.9235 -2.7945 -0.9824 -0.0089
O 0.4907 -0.6242 -3.5557 0.0049
O -1.3477 -0.7104 -2.0321 0.0196
N -0.0741 2.0493 -1.6064 0.0096
N 1.1866 4.6769 0.8147 0.0000
N 1.8691 -0.7287 -1.0745 0.0067
N 1.5386 2.2104 1.0095 0.0009
N 0.6226 3.1268 -1.1645 -0.0003
N 1.5718 5.6829 -0.0039 0.0000
N -1.3783 1.8888 0.7415 0.0069
N -0.7760 3.0999 0.8450 -0.0005
N 1.1607 0.9214 0.9302 -0.0038
N 2.6373 -2.4952 -2.4029 0.0003
C 2.5268 -3.8990 -2.8080 0.0000
C -2.4006 -4.6771 1.0738 -0.0008
C -0.1884 2.1837 -2.9357 0.0063
C 3.0123 1.0377 2.1665 0.0088
C 0.4597 3.3333 -3.3556 0.0011
C 3.5547 -1.6476 -2.9942 0.0002
C 3.6574 -0.3595 -2.6620 0.0000
C -0.8003 -5.0534 -1.4428 -0.0006
C 1.2926 5.0654 2.1197 0.0001
C -2.9152 3.4218 1.3022 0.0003
C 1.7686 6.3456 2.1417 0.0000
C 2.7415 0.2061 -1.6829 0.0012
C -1.1373 -3.0731 3.8400 -0.0016
C 2.6477 2.3081 1.7377 0.0228
C -2.6689 2.0826 1.0054 0.0030
C 2.0493 0.2034 1.6368 0.0144
C -3.4666 -1.3849 2.5386 -0.0029
C 0.9575 3.9059 -2.1998 0.0068
C -0.7542 -0.1488 3.5111 -0.0020
C 1.9240 6.6832 0.7796 0.0000
C -1.6835 4.0316 1.1788 0.0015
C -3.3008 -3.0628 -1.3562 0.0008
C 1.7841 -1.9941 -1.4879 0.0027
B 0.6820 3.3278 0.3587 -0.0001
H -1.0919 -0.0120 4.5432 -0.0004
H -1.5451 -4.9966 1.6713 0.0000
H -0.9404 0.7740 2.9611 -0.0002
H -3.9967 -2.3365 2.5457 0.0000
H -1.6893 -3.9874 3.6334 0.0000
H 2.3982 -4.5251 -1.9304 -0.0001
H -0.6307 -4.7081 -2.4616 0.0000
H 1.9683 6.9526 3.0086 0.0000
H 3.4390 -4.1817 -3.3250 0.0000
H -4.1046 -3.7983 -1.4449 0.0002
H 3.1216 3.2580 1.9181 0.0010
H 4.3753 0.2979 -3.1266 0.0000
H -1.4011 5.0647 1.3020 0.0001
H 4.1876 -2.1056 -3.7412 0.0000
H 1.9565 -0.8651 1.7262 0.0006
H -3.8489 3.8804 1.5764 0.0000
H 1.0285 4.4061 2.9325 0.0001
H 0.5547 3.6882 -4.3669 0.0000
H -0.7569 1.4978 -3.5339 0.0002
H -2.9809 -5.5661 0.8138 -0.0001
H -3.3615 1.2561 0.9840 0.0001
H 0.3215 -0.3208 3.5195 0.0001
H 1.5071 4.8151 -2.0377 0.0003
H -3.8407 -0.7736 3.3643 -0.0004
H 1.6732 -4.0326 -3.4713 0.0000
H -3.6752 -2.1952 -0.8095 0.0000
H -3.0382 -4.0386 1.6867 0.0000
H -3.0323 -2.7364 -2.3573 0.0000
H 0.1687 -5.1743 -0.9586 -0.0001
H -3.7034 -0.8755 1.6019 -0.0002
H 3.8582 0.7663 2.7735 0.0001
H -1.3019 -2.8171 4.8915 -0.0003
H -0.0755 -3.2793 3.7017 0.0000
H -1.2946 -6.0265 -1.4744 -0.0001
H 2.2737 7.6057 0.3441 0.0000
```

Record 5
Entry from OMol25: C29H82AlO13 as an isolated structure (wB97M-V/def2-TZVPD).

Its charge is -1. For the LUMO energy, the calculation gives 2.0 eV. Its relative energy (zero: lowest compared OMol25 entry of this formula, charge and spin) is 0.0 kcal per mole. Its orbital gap is 6.5 eV.

```
125
Properties=species:S:1:pos:R:3:mulliken_charge:R:1
Al 0.2906 -0.7365 0.6822 -0.1324
O 5.3839 -0.0132 5.6035 -0.5685
O 2.1989 -6.9078 -3.5971 -0.5045
O -0.3790 -4.3636 -1.0542 -0.4800
O 3.0887 3.6416 4.8405 -0.5093
O 2.1615 8.5511 -2.8494 -0.4746
O -0.3777 4.4639 -1.1518 -0.4845
O 0.1758 -8.3726 3.2480 -0.5367
O 2.5387 -7.0326 1.9805 -0.5306
O -0.1500 0.1407 -0.8188 -0.4495
O 0.2643 4.9686 -5.4455 -0.5280
O -5.7864 -0.9468 1.9282 -0.4733
O 4.1279 1.6538 2.6862 -0.3845
O -5.4103 0.1358 -2.0586 -0.4170
C -0.9971 -7.5740 3.2224 -0.2424
C -1.7986 4.0407 -6.3681 -1.0842
C -0.3045 -3.5311 0.1302 -0.3988
C 2.4494 -5.8179 1.2210 -0.2845
C 3.6091 2.0273 1.4032 -0.7175
C -1.1547 5.0805 -5.4705 -0.1281
C -1.7579 -7.7000 1.9140 -0.7915
C 2.0081 -8.2966 -3.3755 -0.1360
C 4.0386 -0.2363 6.0252 -0.1557
C -0.9689 1.2751 -0.8186 -0.5131
C -6.4225 1.0583 -2.4265 -0.0936
C 0.8871 -2.5894 0.0723 -0.4203
C 2.7506 0.9522 0.7552 -0.1300
C -4.3436 1.8897 0.8007 -0.9659
C 4.3261 3.8779 5.5037 -0.0201
C -2.4699 0.9983 -0.7283 -0.4047
C -6.8571 0.9000 -3.8734 -1.2455
C -8.1121 -1.5295 1.4327 -1.1613
C 3.2969 8.3920 -3.6916 -0.1203
C 1.7305 0.2756 1.6739 0.7112
C 2.2981 -6.0603 -0.2639 -0.6167
C -6.6825 -1.4138 0.9322 0.2601
C 3.3125 -1.2109 5.1201 -0.3427
C 4.2612 5.0321 6.4857 -1.2205
C 0.7781 4.3955 -1.9857 0.6394
C 4.4234 9.3419 -3.3282 -1.0892
C -3.0990 0.9985 0.6765 -0.0289
C 1.8369 5.3974 -1.5633 -1.0620
C 0.7809 -8.8357 -4.0888 -1.0601
H -4.6367 0.2941 -2.6085 0.2420
H -3.3902 -0.0173 0.9348 0.1400
H 4.0250 5.9666 5.9704 0.3293
H -4.1275 2.7938 1.3732 0.3769
H 0.4951 4.5655 -3.0280 -0.3642
H 3.0074 8.5263 -4.7399 0.2690
H -2.9544 1.7967 -1.2998 0.4665
H 3.2677 -0.8245 4.1014 -0.2793
H 1.8376 9.4510 -2.9468 0.2705
H -2.6514 0.0599 -1.2527 0.0766
H 1.7041 -2.9690 0.6871 0.1834
H -2.6660 -7.0946 1.9268 0.3098
H -0.7393 5.3527 -1.2107 0.2673
H 2.9094 -8.7829 -3.7483 0.3194
H -6.6071 -0.6832 0.1284 -0.1452
H -1.4776 4.9428 -4.4391 0.2284
H 1.5750 -5.2910 1.5973 0.1433
H -5.7624 -1.5721 2.6579 0.2484
H 4.1058 10.3815 -3.4421 0.3295
H -7.2595 0.8641 -1.7554 0.2870
H 1.1842 -2.5301 -0.9761 0.4195
H 2.7222 5.3161 -2.1976 0.2843
H 1.4612 6.4191 -1.6369 0.2801
H -6.0184 1.0835 -4.5490 0.3342
H 1.1505 3.3759 -1.8966 0.2025
H 3.8372 -2.1674 5.0981 0.2833
H 3.1546 -6.6071 -0.6705 0.4946
H -0.8105 1.7800 -1.7802 0.0901
H -2.0311 -8.7408 1.7333 0.3010
H -1.6124 -7.9146 4.0558 0.3034
H -4.6740 2.2159 -0.1840 0.0379
H 2.1957 1.4135 -0.0663 0.0186
H -7.2132 -0.1150 -4.0528 0.2903
H 3.3281 -5.1989 1.4217 0.2799
H -2.3445 1.2737 1.4107 0.3141
H 4.4761 2.2630 0.7813 0.3134
H -5.1572 1.3838 1.3130 0.1363
H -1.1391 -7.3638 1.0787 0.1026
H -1.5199 3.0387 -6.0425 0.2925
H -2.8861 4.1257 -6.3476 0.3175
H 3.4822 4.8548 7.2278 0.3020
H 2.2035 -5.1139 -0.7948 0.2511
H -8.4584 -0.5668 1.8112 0.2958
H 2.1325 5.2201 -0.5278 0.2513
H -0.2431 -4.1653 1.0231 0.0108
H 5.1156 4.0491 4.7641 0.2591
H -1.2455 -2.9806 0.2229 0.4042
H -1.4668 4.1631 -7.4025 0.3277
H -6.0805 2.0833 -2.2424 0.2411
H 3.3114 -7.5161 1.6756 0.2823
H -0.9429 -0.9684 1.7126 -0.4891
H -1.2788 -4.6803 -1.1219 0.2535
H 5.3429 0.3289 4.7018 0.3499
H -0.6853 2.0048 -0.0493 0.3475
H 1.2521 1.0357 2.3060 0.3978
H 1.4006 -6.6521 -0.4555 0.0040
H -8.1806 -2.2524 2.2498 0.3421
H 3.5016 0.7195 6.0537 0.1004
H 0.7496 -8.0653 2.5325 0.2880
H -1.4459 6.0896 -5.7848 0.2791
H 3.6898 2.1855 3.3479 0.2784
H -7.6553 1.6013 -4.1237 0.3780
H 3.3983 0.1899 0.3160 0.2273
H 2.8573 4.4230 4.3294 0.2627
H 0.5929 5.0930 -6.3403 0.2835
H 1.9383 -8.4985 -2.3001 0.1980
H 5.2142 5.1583 7.0008 0.3587
H -0.1225 -8.3417 -3.7247 0.3033
H 3.6121 7.3580 -3.5637 0.2368
H 4.0938 -0.6201 7.0442 0.3599
H 5.2929 9.1807 -3.9671 0.3187
H 1.4301 -6.4416 -3.2501 0.2883
H 2.2895 -1.3788 5.4600 0.3263
H 4.5577 2.9462 6.0189 0.2144
H 0.8542 -8.6500 -5.1609 0.2628
H 4.7206 9.1950 -2.2898 0.2883
H -0.7395 -6.5241 3.4031 0.2417
H 2.2435 -0.3932 2.3653 -1.1011
H 0.6709 -9.9092 -3.9249 0.3318
H -6.3360 -2.3756 0.5384 0.2994
H 3.0107 2.9364 1.5057 0.3069
H -8.7823 -1.8544 0.6346 0.3390
```

Record 6
Entry from OMol25: C35H46N7O5PSe2V as an isolated structure in a non-equilibrium geometry (wB97M-V/def2-TZVPD).

The expectation value of S² is 2.03. Its charge is -1. For the LUMO energy (spin up / spin down), the calculation gives 2.1 / 2.0 eV. The multiplicity is 3. Its relative energy (zero: lowest compared OMol25 entry of this formula, charge and spin) is 33.5 kcal per mole. Its orbital gap (spin up / spin down) is 5.1 / 5.1 eV.

```
97
Properties=species:S:1:pos:R:3:lowdin_spin:R:1
Se 1.3199 0.9462 -1.5107 -0.0613
Se 2.0966 -1.7534 -4.0601 -0.0053
V -0.4548 0.2368 -0.1121 1.9446
P 2.8433 -0.8969 1.3440 0.0014
O 1.7828 2.7964 -5.6698 -0.0001
O 1.5550 -0.1802 1.1178 0.0099
O -4.3073 0.8128 -1.2691 0.0205
O -0.5507 1.8596 3.6207 0.0013
O -1.7713 0.7663 -4.5527 0.0002
N 4.1186 -0.4527 0.4115 0.0001
N -2.0759 1.2260 -0.7515 0.0039
N -0.7050 1.5944 1.3139 -0.0088
N -1.1827 -0.9409 1.5507 0.0054
N 2.6481 -2.5275 1.1393 0.0005
N -1.3369 -1.1121 -1.4752 0.0038
N 3.4098 -0.5399 2.8604 -0.0001
C -3.1230 0.5050 -1.1773 0.0106
C -1.3292 4.0037 1.4990 -0.0003
C 4.6136 0.9321 0.4627 -0.0003
C 5.2985 -0.0149 -1.6062 -0.0004
C 0.7116 0.9491 -4.4996 0.0002
C 2.5180 -0.4299 4.0058 0.0001
C 4.6880 -0.9956 3.3945 0.0000
C -2.9774 3.5491 -0.7245 -0.0004
C 3.6820 -3.5197 1.4598 0.0002
C -2.6486 -0.8541 -1.6443 0.0105
C -2.1798 2.5295 -0.2332 0.0020
C 2.8163 -1.6963 4.8089 0.0000
C -0.6400 1.2045 2.5893 0.0021
C 0.6945 1.7523 -3.1917 0.0051
C -1.5855 -2.9342 2.7892 -0.0006
C -1.5281 -2.2264 1.6021 0.0102
C 3.3728 -4.7086 0.5416 0.0001
C 1.7741 -3.0237 0.0705 0.0024
C -0.9210 -0.9359 3.9190 -0.0009
C -2.1263 5.0244 0.9861 0.0001
C -3.4920 -1.7172 -2.3118 -0.0015
C 5.8046 0.8894 -0.4827 0.0000
C 0.6082 1.9808 -5.6311 0.0010
C 1.9903 0.1114 -4.7267 -0.0005
C 4.4346 -1.0654 -0.8971 -0.0004
C -2.9396 4.7997 -0.1125 0.0000
C -1.3504 2.7624 0.8859 0.0026
C -2.9490 -2.8530 -2.8980 0.0101
C 4.3344 -1.8898 4.6097 0.0000
C -0.5284 0.0592 -4.6156 0.0000
C 1.8917 -4.5324 0.2077 0.0003
C -1.5845 -3.0647 -2.8145 -0.0015
C -0.8756 -0.3000 2.6894 0.0088
C -0.8085 -2.1759 -2.0850 0.0143
C -1.2699 -2.2743 3.9689 0.0083
H -1.8773 -3.9751 2.7820 -0.0002
H 6.0985 -0.4724 -2.1867 0.0000
H -0.5160 -0.4574 -5.5777 0.0000
H 4.5878 -2.9345 4.4282 0.0000
H -1.0937 -3.8732 -3.3377 -0.0003
H 0.4930 1.4457 -6.5824 0.0002
H -0.6933 -0.3551 4.8020 -0.0002
H 4.8935 -1.5712 5.4902 0.0000
H -4.5355 -1.4495 -2.3964 -0.0002
H -0.2808 2.6009 -5.4759 0.0000
H 1.6079 3.5386 -6.2527 0.0000
H -1.9086 1.0461 -3.6410 0.0001
H -3.5789 -3.5376 -3.4519 0.0007
H -1.7706 -2.6953 0.6548 0.0004
H 6.0915 1.8817 -0.8310 0.0000
H 2.7899 0.4622 4.5827 0.0000
H -2.1075 6.0015 1.4534 0.0000
H 0.2681 -2.2629 -2.0713 0.0014
H 1.2685 -4.8832 1.0356 0.0000
H -3.5585 5.6001 -0.4990 0.0000
H 2.8419 0.6697 -4.3363 -0.0002
H -0.7022 4.1577 2.3655 0.0000
H 3.5454 -1.2566 -1.5008 -0.0004
H 1.5927 -5.0534 -0.7013 0.0000
H 1.4893 -0.3133 3.6843 0.0001
H 4.8691 1.2046 1.4878 0.0000
H -0.4729 -0.7060 -3.8470 0.0001
H 3.6167 -3.8042 2.5150 0.0000
H -1.3095 -2.7958 4.9170 0.0005
H 4.6899 -3.1357 1.2775 0.0000
H -3.6297 3.3581 -1.5653 0.0000
H 4.6670 0.5475 -2.2946 -0.0004
H 1.3423 2.6194 -3.3173 -0.0014
H 4.9750 -2.0062 -0.7489 0.0000
H 3.8514 1.6254 0.0929 -0.0006
H 2.5350 -1.6123 5.8591 0.0000
H 2.1419 0.0282 -5.8044 -0.0001
H 2.2624 -2.5316 4.3735 0.0000
H 5.2606 -0.1238 3.7304 0.0000
H 3.9642 -4.6356 -0.3729 0.0000
H 0.7643 -2.6549 0.2257 0.0023
H -0.3087 2.1426 -3.0063 -0.0004
H 5.2797 -1.4958 2.6307 0.0000
H 6.6647 0.4375 0.0207 0.0000
H 3.6000 -5.6625 1.0177 0.0000
H 2.1116 -2.6992 -0.9199 0.0001
```

> Look up the relative energy (zero: lowest compared OMol25 entry of this formula, charge and spin) of the fifth one.

0.0 kcal per mole